# H10O5

A 5-piece molecular cluster, H10O5 overall (ωB97M-V with the def2-TZVPD basis set, the OMol25 dataset).

```
15
Properties=species:S:1:pos:R:3:forces:R:3:nbo_charge:R:1
O -2.29820 -0.13505 -0.58068 0.18 0.06 -0.10 -0.977
H -2.52592 -1.05773 -0.43706 -0.09 -0.06 -0.02 0.475
H -1.60656 -0.17680 -1.27574 -0.05 -0.15 0.16 0.516
O -0.14419 -0.80577 -2.23046 -0.01 0.14 0.09 -1.001
H -0.13755 -1.59525 -2.77453 0.08 -0.06 0.02 0.475
H 0.66678 -0.81148 -1.67223 -0.12 0.04 -0.11 0.515
O 2.04308 -0.51051 -0.61325 0.09 -0.07 0.14 -0.994
H 2.75409 -0.01997 -1.03398 0.00 0.03 0.00 0.476
H 1.89901 -0.07183 0.25753 -0.11 0.06 -0.20 0.513
O 1.45171 0.85886 1.69812 0.06 -0.23 0.17 -0.987
H 1.76880 0.38008 2.47191 0.03 0.10 -0.02 0.473
H 0.47012 0.84538 1.78658 0.01 0.02 -0.11 0.509
O -1.26776 0.86988 1.77633 0.12 -0.14 -0.03 -0.984
H -1.47632 1.80190 1.66794 -0.14 0.01 -0.04 0.478
H -1.59711 0.42829 0.95953 -0.06 0.26 0.05 0.512
```
Forces are in eV/Å.

SMILES string: O.O.O.O.O
ΔE to the lowest compared entry with this formula, charge and spin: 0.5 kcal/mol
HOMO level: -11.413 eV
energy: -382.2233 Eh
orbital gap: 12.25 eV
strongest force on any atom: 0.29 eV/A